# 1
A 4-piece molecular cluster, C24H35BrN3O6PS overall in a non-equilibrium geometry. Source: OMol25; level of theory: ωB97M-V with the def2-TZVPD basis set.

The geometry in XYZ format:
```
71
Properties=species:S:1:pos:R:3:forces:R:3
C -4.110998 3.159255 -1.125443 0.497 0.027 0.429
S -3.902826 2.912196 -2.892036 -2.189 0.251 -1.724
O -4.544282 4.029970 -3.543017 0.808 0.605 0.600
O -4.422037 1.661828 -3.381466 0.953 -0.693 1.033
C -2.086058 3.108169 -3.322833 -0.007 -0.083 0.168
O -1.650994 4.213314 -3.298276 0.200 -0.124 0.138
O -1.431777 1.979798 -3.669191 -0.606 0.044 0.954
C -0.129620 1.836026 -3.053288 2.865 0.535 0.070
C 0.945861 2.659455 -3.863866 -1.450 0.446 0.308
C 0.653062 2.734806 -5.373740 1.047 0.090 -0.263
O 1.501998 3.137256 -6.129662 -0.084 -0.009 0.168
C -0.059854 2.261090 -1.572593 -0.188 -0.452 -0.027
C -1.086346 1.602290 -0.653209 -0.480 0.414 1.004
C -1.192455 2.100231 0.668538 -0.648 -0.385 0.002
C -2.090088 1.530461 1.582319 -0.686 -0.488 0.019
C -2.913270 0.441235 1.235442 0.482 0.114 -1.156
C -2.834762 -0.038453 -0.083057 0.412 0.281 0.244
C -1.940189 0.542940 -0.999795 -0.075 -0.171 -0.133
P 0.348094 -0.012996 -3.341997 -0.851 -1.074 -1.969
O 1.659752 -0.077741 -4.469365 -4.275 2.594 5.749
Br 1.184757 -0.896076 -1.445686 0.329 0.585 -0.190
H -3.290385 3.777526 -0.728380 -0.231 -0.164 -0.331
H -4.121994 2.211522 -0.569799 -0.035 0.237 -0.394
H -5.049978 3.725439 -1.018558 0.310 -0.354 -0.259
H 1.968276 2.319940 -3.656897 -0.329 -0.011 -0.317
H 0.888349 3.702282 -3.489346 -0.006 -0.368 -0.306
H -0.323870 2.454124 -5.821052 0.037 -0.071 0.684
H 0.948712 1.972783 -1.216606 -0.390 0.112 -0.197
H -0.098228 3.361838 -1.475011 -0.144 -0.429 -0.099
H -0.596509 2.934264 1.044769 0.005 -0.280 -0.398
H -2.176897 1.895783 2.609058 0.242 0.118 -0.514
H -3.606012 -0.052389 1.920759 0.291 0.414 -0.001
H -3.450803 -0.881861 -0.407888 0.194 0.346 0.090
H -1.939391 0.127514 -2.012679 0.050 0.193 0.300
H 2.454180 0.054852 -3.927955 0.272 0.005 -0.580
C 3.081281 -2.370232 -9.275558 0.017 0.048 0.001
C 4.382474 -2.463769 -8.487116 -0.165 0.045 -0.289
C 4.165415 -2.837504 -7.017998 0.271 -0.095 -0.156
C 3.401645 -1.818118 -6.297830 -0.206 -0.145 0.162
N 2.785623 -1.016105 -5.742666 3.439 -2.162 -3.618
H 2.429917 -1.589393 -8.879250 0.004 -0.033 0.028
H 3.287740 -2.130037 -10.318840 -0.032 -0.019 0.008
H 2.537824 -3.317056 -9.247545 -0.011 0.021 -0.002
H 4.916294 -1.513605 -8.556283 0.025 -0.033 0.100
H 5.020633 -3.221120 -8.947571 0.047 -0.005 0.120
H 5.134759 -2.961063 -6.530633 -0.075 0.047 0.116
H 3.652083 -3.799364 -6.949438 -0.086 0.077 0.057
C 2.327444 -0.364223 5.441645 -0.031 -0.030 -0.039
C 0.840555 -0.705473 5.456831 0.520 0.130 0.141
C 0.182794 -0.579093 4.081905 -0.176 -0.282 0.245
C 0.208445 0.792027 3.579986 0.187 -0.119 0.012
N 0.236025 1.869020 3.186492 0.320 0.079 0.332
H 2.495840 0.672219 5.143616 -0.009 -0.021 -0.030
H 2.755554 -0.495625 6.436417 0.021 0.000 -0.028
H 2.872547 -1.012034 4.750944 0.030 0.034 0.008
H 0.330169 -0.064725 6.172614 -0.083 -0.037 -0.085
H 0.719193 -1.732926 5.807054 -0.140 0.013 -0.073
H -0.856288 -0.909890 4.150716 -0.027 0.127 -0.077
H 0.678652 -1.239673 3.366789 0.022 0.136 -0.088
C 0.393820 -3.323131 8.842886 0.003 0.036 0.024
C -0.867101 -2.976784 9.626532 0.327 -0.081 -0.022
C -2.085492 -2.745236 8.727568 -0.022 -0.092 0.396
C -1.907813 -1.595620 7.841951 -0.103 -0.156 -0.050
N -1.755781 -0.699736 7.141554 -0.130 0.043 0.032
H 0.685717 -2.508836 8.176685 -0.031 -0.012 -0.008
H 1.224745 -3.505852 9.524637 0.002 -0.016 -0.038
H 0.246135 -4.222452 8.241077 0.018 0.017 -0.007
H -0.680602 -2.091935 10.238676 -0.107 0.008 -0.021
H -1.092307 -3.795897 10.312446 -0.119 0.050 -0.015
H -2.965669 -2.576908 9.351196 -0.042 0.084 -0.119
H -2.285686 -3.638527 8.132319 0.023 0.090 -0.111
```
Forces are in eV/Å.

## Properties
strongest force on any atom: 7.62 eV/A
spin multiplicity: 1
net charge: 0
highest occupied orbital energy: -8.81 eV
SMILES string: CS(=O)(=O)C(=O)O[C@@](CC=O)(Cc1ccccc1)P(O)Br.CCCC#N.CCCC#N.CCCC#N
gap between HOMO and LUMO: 8.95 eV

=====

# 2
A 2-piece molecular cluster, C32H29N3Si overall in a non-equilibrium geometry. Source: OMol25; level of theory: ωB97M-V with the def2-TZVPD basis set.

The geometry in XYZ format:
```
65
Properties=species:S:1:pos:R:3:forces:R:3
C -3.581888 -2.112464 1.208782 0.333 0.038 0.087
C -2.725621 -2.942360 1.937051 0.146 0.029 -0.042
C -1.359352 -2.648322 2.029230 -0.450 0.172 -0.186
C -0.844576 -1.496347 1.415421 -0.047 -0.206 -0.063
Si 0.964335 -1.068014 1.505706 -0.393 0.288 0.465
C 1.845491 -2.309753 2.578657 0.107 -0.281 -0.037
C 2.884556 -3.088019 2.043946 -0.031 -0.166 0.515
C 3.543669 -4.027046 2.845750 -0.072 0.070 0.001
C 3.176533 -4.203801 4.183973 -0.111 0.274 -0.270
C 2.132447 -3.439787 4.713867 -0.144 0.160 -0.170
C 1.460432 -2.505364 3.915827 0.423 -0.377 0.091
C 1.680776 -1.084470 -0.208300 0.052 0.068 -0.205
C 1.154345 -1.946616 -1.183391 0.431 0.188 -0.328
C 1.719051 -1.984284 -2.464343 -0.053 0.046 0.182
C 2.799424 -1.156300 -2.788207 -0.166 -0.010 0.349
C 3.319436 -0.295984 -1.816784 -0.049 0.036 0.169
C 2.766677 -0.256781 -0.530093 -0.037 -0.300 -0.548
C 1.193600 0.661663 2.260470 1.057 -1.725 0.282
C 0.605361 0.791054 3.686515 -0.326 -0.198 -0.388
C 0.041844 2.219009 3.733786 0.525 0.327 -0.053
C -0.241129 2.585968 2.268573 -0.519 0.144 -0.117
N 0.557685 1.667681 1.485337 -0.515 0.773 -0.855
C -1.704134 -0.668083 0.679220 -0.480 -0.212 0.054
C -3.064163 -0.978498 0.577123 0.166 0.076 -0.023
H -4.644163 -2.348232 1.131557 0.297 0.072 0.021
H -3.110771 -3.832118 2.433794 0.018 0.178 -0.143
H -0.691737 -3.326115 2.568573 -0.268 0.243 -0.138
H 3.165902 -2.968607 0.993194 -0.030 -0.041 0.385
H 4.347003 -4.621879 2.413691 -0.144 0.077 0.142
H 3.699258 -4.930646 4.807534 -0.158 0.199 -0.184
H 1.823051 -3.565695 5.750571 0.115 -0.049 -0.196
H 0.620588 -1.945268 4.341129 0.368 -0.183 -0.149
H 0.305683 -2.594205 -0.941561 0.276 0.240 -0.092
H 1.307829 -2.667292 -3.206274 0.110 0.172 0.097
H 3.233451 -1.185150 -3.788886 -0.116 0.007 0.292
H 4.166668 0.348398 -2.046808 -0.155 -0.140 -0.042
H 3.193353 0.409638 0.225850 -0.109 -0.193 -0.282
H 2.304538 0.702170 2.286342 -0.146 0.698 0.281
H -0.219137 0.077200 3.822008 0.097 0.122 -0.034
H 1.356469 0.571620 4.450676 -0.150 0.158 -0.096
H -0.843017 2.313735 4.365949 0.110 -0.026 -0.064
H 0.812524 2.893851 4.115317 -0.078 -0.004 0.090
H -1.314025 2.447840 2.048766 0.147 0.069 0.048
H 0.001090 3.631948 2.033339 -0.018 -0.120 0.192
H 0.923151 1.960226 0.586176 0.046 -0.153 0.558
H -1.309531 0.223731 0.180068 -0.147 -0.325 0.206
H -3.716194 -0.323243 0.001393 0.063 -0.187 0.173
N -5.004169 2.059152 -0.329305 1.378 0.159 -2.200
C -4.377437 2.129703 -1.316339 -1.575 -0.014 2.702
C -3.606205 2.217278 -2.507950 1.102 0.501 0.099
C -4.056999 1.388371 -3.580965 -1.020 -1.837 -2.350
N -4.432799 0.675478 -4.433729 0.885 1.747 2.077
C -2.444379 2.932262 -2.563191 -1.072 -0.658 -0.082
C -1.653804 3.016298 -3.778015 0.955 0.335 -1.018
C -2.226780 3.185661 -5.062336 0.240 -0.064 0.466
C -1.410631 3.262730 -6.190336 0.199 -0.043 0.158
C -0.017049 3.156896 -6.076495 -0.337 -0.025 0.497
C 0.557500 2.988527 -4.806639 -0.112 0.073 -0.208
C -0.245496 2.948150 -3.670856 -0.510 -0.030 -0.015
H -2.074356 3.426602 -1.663143 -0.201 -0.164 -0.175
H -3.311601 3.278387 -5.162121 0.426 -0.017 -0.010
H -1.869287 3.406705 -7.167715 0.125 -0.035 0.229
H 0.612187 3.218205 -6.966127 -0.189 -0.047 0.297
H 1.638673 2.899679 -4.702867 -0.272 0.037 -0.037
H 0.185847 2.824923 -2.672384 0.001 0.052 -0.406
```
Forces are in eV/Å.

## Properties
strongest force on any atom: 3.15 eV/A
spin multiplicity: 1
net charge: 0
highest occupied orbital energy: -7.69 eV
SMILES string: c1ccc([Si](c2ccccc2)(c2ccccc2)[C@@H]2CCCN2)cc1.N#CC(C#N)=Cc1ccccc1
gap between HOMO and LUMO: 6.59 eV

=====

# 3
C26H35HfN2 as an isolated structure in a non-equilibrium geometry. Source: OMol25; level of theory: ωB97M-V with the def2-TZVPD basis set.

The geometry in XYZ format:
```
64
Properties=species:S:1:pos:R:3:forces:R:3
C 1.310523 -2.022343 0.706676 -0.117 -0.639 -0.988
C 1.871127 -1.439580 -0.479389 -0.499 -0.647 0.055
C 0.914806 -1.570498 -1.539997 0.145 -1.029 0.555
C -0.222264 -2.280895 -1.024667 1.012 -0.628 0.333
C 0.013774 -2.538207 0.372855 0.846 -0.365 -0.829
Hf -0.084534 -0.160733 0.118432 -0.979 3.030 -0.297
C -3.605550 1.156900 -1.233335 4.437 1.236 1.214
C -3.054549 0.789852 -0.008595 -0.205 0.569 -1.686
H -2.741892 1.540063 0.728351 -1.096 0.272 -0.042
C -2.427412 -0.490146 0.263959 0.576 -0.598 -0.350
H -2.806220 -1.273621 -0.386485 0.067 -0.070 -0.017
H -2.612086 -0.829778 1.278430 0.053 -0.100 0.443
C -3.513957 2.679293 -1.484504 -1.118 0.768 -0.105
H -2.832248 3.223577 -0.805255 -0.494 -0.451 0.121
H -3.089186 2.897235 -2.479542 -0.443 -0.203 0.234
H -4.499561 3.197217 -1.422970 0.622 -0.304 -0.160
C -3.081012 0.372200 -2.453519 -1.008 -1.109 -0.441
H -2.097943 -0.120513 -2.285755 -0.457 -0.017 0.420
H -3.788478 -0.431023 -2.793215 0.693 0.647 0.053
H -2.834378 1.031568 -3.302801 -0.711 -0.156 0.316
C 3.270841 -0.949335 -0.598811 0.367 0.419 -0.003
H 3.552604 -0.369410 0.290595 0.090 -0.126 -0.193
H 3.992329 -1.776524 -0.698717 -0.348 0.138 0.072
H 3.387384 -0.293423 -1.465733 0.016 -0.187 0.149
C 1.128514 -1.163770 -2.958647 -0.037 0.391 -0.332
H 1.598063 -0.174252 -2.999664 0.013 -0.202 -0.127
H 1.777015 -1.878742 -3.491097 -0.243 0.194 0.214
H 0.176865 -1.084094 -3.500912 0.271 -0.099 0.093
C -1.282749 -2.925116 -1.856268 -0.508 0.055 -0.191
H -1.375663 -2.436433 -2.834417 -0.030 -0.135 0.271
H -1.042523 -3.985637 -2.043207 0.054 0.378 0.134
H -2.264978 -2.897076 -1.369476 0.219 -0.063 -0.168
C -0.813015 -3.412125 1.254221 -0.427 -0.032 0.287
H -1.868803 -3.404184 0.955870 0.242 -0.012 0.071
H -0.460509 -4.456169 1.211821 -0.066 0.353 -0.024
H -0.757361 -3.091172 2.303487 -0.033 -0.132 -0.205
C 2.067951 -2.306781 1.961229 0.078 0.253 0.452
H 1.390771 -2.466981 2.808909 0.177 0.022 -0.132
H 2.691700 -3.209974 1.855109 -0.259 0.288 -0.061
H 2.737970 -1.475650 2.216142 -0.095 -0.200 0.016
C 1.039104 1.727833 -0.994172 -2.738 2.158 0.710
C 0.106683 2.591066 -1.752013 -0.417 -4.314 0.403
C 2.311980 1.956455 -1.501096 0.473 -0.417 -0.935
C 0.192722 2.479776 -3.136964 0.219 1.062 0.444
H -0.880687 2.903936 -1.452324 -0.240 -0.378 0.836
C 2.529806 2.328224 -2.840432 -0.815 0.848 0.120
H 3.071540 1.892071 -0.730772 0.770 -0.422 -0.712
C 1.444220 2.454022 -3.746582 -0.431 -0.071 0.608
H -0.799724 2.448421 -3.576513 0.388 0.769 -0.920
H 3.484329 2.685745 -3.123084 1.000 -0.104 -0.398
H 1.421525 2.730786 -4.809806 0.873 -0.631 0.433
N 0.908538 1.706847 6.163763 0.445 -0.179 -1.712
C 0.697188 1.268149 4.878940 0.041 0.318 1.025
C 1.569403 1.611370 3.824364 0.234 0.114 -0.248
C 1.280564 1.214165 2.534936 -0.526 -0.249 0.534
N 0.178705 0.451686 2.235533 0.255 0.003 0.815
C -0.633893 0.055683 3.268383 0.607 0.526 0.053
C -0.415790 0.454884 4.572365 -0.201 -0.223 -0.301
H 1.698117 2.297615 6.385415 -0.237 -0.171 -0.079
H 0.272592 1.483597 6.893915 -0.330 -0.138 0.346
H 2.465744 2.205366 4.033654 -0.401 -0.211 -0.202
H 1.910447 1.509585 1.690515 -0.256 -0.102 0.273
H -1.480574 -0.581110 3.003064 0.298 0.257 0.121
H -1.097933 0.150087 5.369810 0.185 0.044 -0.370
```
Forces are in eV/Å.

## Properties
energy relative to the best compared isomer or geometry (same formula, charge and spin): 49.0 kcal/mol
strongest force on any atom: 4.76 eV/A
spin multiplicity: 1
net charge: +1
highest occupied orbital energy: -10.23 eV
gap between HOMO and LUMO: 6.97 eV

=====

# 4
A 6-piece molecular cluster, C4H22N2O6 overall in a non-equilibrium geometry. Source: OMol25; level of theory: ωB97M-V with the def2-TZVPD basis set.

The geometry in XYZ format:
```
34
Properties=species:S:1:pos:R:3:forces:R:3
C -2.045567 0.349009 -1.650017 0.855 -3.624 0.847
N -0.652651 0.640226 -1.304898 -0.554 1.169 -1.109
C 0.232186 -0.243549 -0.636255 0.035 -0.073 3.221
C 0.068816 -1.745775 -0.789115 2.391 -0.227 -0.984
N 0.099002 -2.465325 0.476019 0.000 -0.210 0.321
C 1.231721 -2.188376 -1.764734 0.133 -2.922 3.225
O 2.465755 -2.567174 -0.936744 -0.602 1.128 0.189
H -2.667090 1.201806 -1.522171 -0.515 0.659 -0.177
H -2.281493 -0.408287 -0.840072 -0.663 0.842 -0.889
H -2.238814 -0.228126 -2.647372 0.435 1.258 1.496
H -0.153496 0.905673 -2.103547 0.380 1.020 -1.419
H 1.254238 0.112230 -0.820150 -0.066 -0.284 -0.487
H 0.211237 -0.101380 0.469543 -0.502 0.090 -0.317
H -0.850819 -1.980606 -1.281106 -0.675 0.031 -0.409
H -0.762441 -2.970008 0.639174 0.338 -0.168 -0.023
H 0.933547 -3.018395 0.718908 -0.756 0.489 -0.673
H 0.872182 -3.176995 -2.192708 1.092 1.191 0.096
H 1.556925 -1.465086 -2.467872 -0.135 0.617 -0.815
H 2.770091 -1.922806 -0.207488 -1.297 -0.973 -2.018
O 1.439989 -0.517644 3.693004 -0.826 -0.266 -1.350
H 2.261341 -0.862577 3.997828 0.798 -0.146 0.653
H 1.066077 0.069709 4.334093 0.023 0.431 0.665
O -1.264010 4.549738 0.303610 -1.974 -0.776 -1.177
H -1.382676 4.088503 -0.562128 0.130 0.484 1.017
H -0.347795 4.694862 0.361103 1.881 0.863 -0.280
O 1.963029 3.079637 -1.932905 0.560 -1.259 0.514
H 1.872360 3.321487 -1.006899 -0.241 0.474 0.177
H 2.389849 2.203656 -1.792923 -0.321 0.737 -0.631
O 0.306454 2.729386 1.771882 1.464 1.996 1.804
H 0.160676 1.906559 1.383088 -0.763 -1.746 -1.353
H -0.164065 3.449581 1.350333 -0.719 -0.869 -0.103
O -3.023173 -2.788525 2.421733 2.293 -1.213 1.232
H -2.060723 -2.609258 2.613656 -1.439 -0.378 -0.134
H -3.260661 -2.042168 1.925131 -0.761 1.655 -1.108
```
Forces are in eV/Å.

## Properties
energy relative to the best compared isomer or geometry (same formula, charge and spin): 77.9 kcal/mol
strongest force on any atom: 4.35 eV/A
spin multiplicity: 1
net charge: 0
highest occupied orbital energy: -8.80 eV
SMILES string: CNC[C@H](N)CO.O.O.O.O.O
gap between HOMO and LUMO: 9.08 eV